Entry 1:
Formula: H26O13
Source: OMol25
Level of theory: ωB97M-V/def2-TZVPD

Output
E	-993.67615	Ha
relative energy (zero: lowest compared OMol25 entry of this formula, charge and spin)	60.9	kcal/mol
HOMO	-10.867	eV
gap between HOMO and LUMO	10.576	eV

Geometry as ORCA input:
```
! RIJCOSX wB97M-V def2-TZVPD def2/J DEFGRID3
* xyz 0 1
O -0.62 4.15 0.30
H -0.84 3.32 0.73
H -0.91 4.15 -0.61
O -0.93 1.02 3.56
H -0.93 0.05 3.49
H -1.88 1.17 3.46
O -0.74 -0.48 -1.44
H -1.25 -0.89 -2.15
H -0.96 -0.94 -0.62
O -1.91 -2.36 2.45
H -1.02 -2.75 2.34
H -2.29 -2.87 1.72
O -3.33 -1.37 -0.44
H -3.59 -0.58 -0.94
H -3.89 -1.42 0.34
O 1.58 1.41 2.93
H 2.38 1.80 3.26
H 0.74 1.53 3.42
O 2.52 0.09 -1.17
H 1.66 0.46 -0.95
H 2.93 0.44 -1.95
O -0.51 -3.04 -2.00
H -0.46 -3.84 -1.47
H 0.28 -2.53 -1.80
O 3.50 -0.95 1.55
H 3.29 -1.31 0.69
H 2.84 -0.31 1.82
O 0.40 -0.29 1.20
H 1.19 0.09 1.58
H -0.27 0.35 1.46
O -2.16 2.08 -2.33
H -1.53 1.46 -1.94
H -2.94 2.21 -1.80
O 2.39 -2.92 -1.23
H 2.53 -2.89 -0.27
H 2.80 -2.06 -1.45
O 0.10 2.80 -3.66
H 0.75 3.01 -2.99
H -0.04 1.85 -3.65
*
```


Entry 2:
Formula: CH3O2
Source: OMol25
Level of theory: ωB97M-V/def2-TZVPD

Output
E	-189.92011	Ha
relative energy (zero: lowest compared OMol25 entry of this formula, charge and spin)	83.8	kcal/mol
HOMO	-18.811	eV
gap between HOMO and LUMO	11.487	eV

Geometry as ORCA input:
```
! RIJCOSX wB97M-V def2-TZVPD def2/J DEFGRID3
* xyz 1 1
C -0.65 -0.60 0.12
O 0.63 1.15 -0.45
O 0.50 -0.17 -0.09
H -0.63 -1.76 0.42
H -1.39 0.10 0.15
H 1.54 1.28 -0.14
*
```


Entry 3:
Formula: C8H12N2PYb
Source: OMol25
Level of theory: ωB97M-V/def2-TZVPD

Output
expectation value of S²	0.752
E	-1921.42771	Ha
relative energy (zero: lowest compared OMol25 entry of this formula, charge and spin)	0.0	kcal/mol
HOMO (alpha / beta)	-4.038 / -7.309	eV
gap between HOMO and LUMO (alpha / beta)	4.417 / 7.314	eV

Geometry as ORCA input:
```
! RIJCOSX wB97M-V def2-TZVPD def2/J DEFGRID3
* xyz 0 2
C -0.43 0.31 -2.35
C -1.22 1.42 -1.91
C -0.35 2.37 -1.30
C 1.00 1.91 -1.46
C 0.95 0.63 -2.09
Yb -0.11 -0.29 0.49
P -0.05 -2.90 0.48
H -0.79 -0.55 -2.92
H -2.31 1.48 -1.95
H -0.65 3.30 -0.81
H 1.81 0.03 -2.40
H 1.90 2.43 -1.12
H 1.07 -3.66 0.03
H -1.13 -3.62 -0.12
H -0.16 -3.34 1.85
N 0.66 0.05 3.40
C 1.02 0.82 4.44
C 1.20 2.12 3.94
C 0.93 2.07 2.56
N 0.61 0.79 2.23
H 0.45 -0.96 3.39
H 1.13 0.42 5.43
H 1.49 2.98 4.48
H 0.96 2.85 1.80
*
```


Entry 4:
Formula: H15Na2O9
Source: OMol25
Level of theory: ωB97M-V/def2-TZVPD

Output
E	-1010.87908	Ha
HOMO	-4.175	eV
gap between HOMO and LUMO	6.255	eV

Geometry as ORCA input:
```
! RIJCOSX wB97M-V def2-TZVPD def2/J DEFGRID3
* xyz -1 1
Na -9.78 5.47 6.24
Na -7.99 7.14 4.59
O -10.50 7.25 4.78
H -11.34 6.87 4.53
O -8.32 4.81 4.40
H -8.25 4.14 3.72
O -7.76 6.70 6.85
H -8.58 6.95 7.27
O -13.40 6.47 7.40
H -14.03 6.23 6.71
H -12.54 6.14 7.09
O -10.73 1.87 6.93
H -10.00 2.53 6.83
H -10.77 1.45 6.06
O -10.44 8.60 7.10
H -9.49 8.59 7.26
H -10.55 8.07 6.24
O -8.42 3.54 6.71
H -7.57 3.33 7.10
H -8.20 3.99 5.81
O -10.86 4.91 8.26
H -10.43 5.02 9.11
H -11.73 4.55 8.44
O -11.92 4.39 5.18
H -12.78 4.82 5.26
H -12.10 3.45 5.25
*
```


Entry 5:
Formula: C3H2CdLi2O3
Source: OMol25
Level of theory: ωB97M-V/def2-TZVPD

Output
E	-523.37426	Ha
relative energy (zero: lowest compared OMol25 entry of this formula, charge and spin)	0.0	kcal/mol
HOMO	-15.753	eV
gap between HOMO and LUMO	5.759	eV

Geometry as ORCA input:
```
! RIJCOSX wB97M-V def2-TZVPD def2/J DEFGRID3
* xyz 2 1
C 1.72 -0.53 0.71
C 1.47 0.17 -0.42
O 1.53 -1.86 0.80
H 2.07 -0.04 1.62
H 1.16 -0.29 -1.37
Li 0.53 -2.76 1.92
Li 2.60 -2.31 -0.57
O -0.97 0.76 0.29
C -0.43 1.78 0.49
O 1.57 1.66 -0.68
Cd 1.45 3.04 0.56
*
```


Entry 6:
Formula: C29H59FN3O12P3S
Source: OMol25
Level of theory: ωB97M-V/def2-TZVPD

Output
E	-3729.79876	Ha
HOMO	-8.270	eV
gap between HOMO and LUMO	7.345	eV

Geometry as ORCA input:
```
! RIJCOSX wB97M-V def2-TZVPD def2/J DEFGRID3
* xyz 0 1
C -2.65 3.65 -3.72
C -2.38 4.10 -2.20
C -2.92 2.94 -1.27
C -2.15 2.76 0.09
C -0.59 2.51 -0.05
C -0.25 0.96 0.06
C 0.87 0.63 1.15
C 2.34 0.95 0.64
C 2.79 -0.16 -0.40
C 3.48 -1.43 0.25
C 5.06 -1.36 0.32
C 5.78 -1.06 -1.06
C 6.46 -2.36 -1.72
C 6.51 -2.08 -3.31
C 7.64 -1.07 -3.72
C 7.57 0.44 -3.58
F 6.41 1.03 -3.09
C 8.65 1.37 -3.94
C 9.94 0.82 -4.48
N 11.03 1.62 -4.81
S 12.12 0.46 -5.35
N 11.28 -0.97 -5.18
C 10.02 -0.69 -4.66
C 8.90 -1.61 -4.29
N 9.12 -3.03 -4.53
H -3.75 3.79 -3.93
H -2.04 4.25 -4.45
H -2.42 2.55 -3.85
H -2.89 5.09 -2.02
H -1.27 4.28 -2.13
H -3.99 3.22 -1.00
H -3.00 1.96 -1.84
H -2.29 3.62 0.82
H -2.61 1.86 0.62
H -0.03 3.03 0.79
H -0.16 2.87 -1.03
H -1.15 0.33 0.34
H 0.04 0.62 -0.98
H 0.85 -0.44 1.49
H 0.69 1.31 2.05
H 3.08 1.16 1.46
H 2.26 1.92 0.05
H 1.83 -0.54 -0.89
H 3.37 0.34 -1.21
H 3.12 -1.49 1.32
H 3.10 -2.37 -0.26
H 5.45 -0.66 1.12
H 5.41 -2.40 0.64
H 6.65 -0.36 -0.86
H 5.13 -0.62 -1.86
H 5.83 -3.28 -1.53
H 7.52 -2.45 -1.34
H 6.74 -3.07 -3.78
H 5.53 -1.71 -3.70
H 8.48 2.47 -3.78
H 8.27 -3.43 -4.96
H 9.79 -3.04 -5.32
C 9.10 2.67 5.23
O 7.98 2.80 4.35
P 7.01 1.54 4.17
O 7.17 0.48 5.19
O 7.24 1.06 2.67
C 8.53 1.20 2.09
O 5.57 2.19 4.08
C 4.72 2.16 5.22
H 9.95 3.20 4.79
H 8.86 3.13 6.19
H 9.38 1.63 5.38
H 9.32 0.95 2.79
H 8.66 2.23 1.74
H 8.60 0.53 1.23
H 4.55 3.18 5.57
H 5.14 1.57 6.04
H 3.77 1.72 4.93
C -6.40 -1.77 -2.41
O -6.64 -1.77 -1.00
P -5.99 -0.60 -0.13
O -5.49 0.55 -0.90
O -4.89 -1.33 0.77
C -4.19 -2.45 0.24
O -7.11 -0.28 0.95
C -7.93 0.87 0.77
H -6.26 -2.80 -2.74
H -7.27 -1.35 -2.91
H -5.51 -1.20 -2.67
H -3.93 -2.30 -0.81
H -4.81 -3.34 0.35
H -3.27 -2.58 0.81
H -8.96 0.55 0.61
H -7.61 1.49 -0.07
H -7.88 1.47 1.68
C -13.75 -1.51 3.53
O -13.03 -2.64 3.03
P -12.28 -2.49 1.62
O -12.11 -1.10 1.15
O -13.08 -3.44 0.63
C -14.48 -3.61 0.80
O -10.94 -3.31 1.84
C -9.73 -2.60 2.09
H -14.68 -1.86 4.00
H -13.14 -1.00 4.27
H -14.02 -0.81 2.74
H -14.97 -2.66 1.04
H -14.66 -4.34 1.59
H -14.90 -3.98 -0.13
H -9.38 -2.84 3.10
H -9.85 -1.52 2.01
H -8.98 -2.92 1.37
*
```


Entry 7:
Formula: C3H5NOS
Source: OMol25
Level of theory: ωB97M-V/def2-TZVPD

Output
E	-645.48893	Ha
relative energy (zero: lowest compared OMol25 entry of this formula, charge and spin)	14.3	kcal/mol
HOMO	-8.469	eV
gap between HOMO and LUMO	9.147	eV
structure (SMILES)	O=C1CCSN1

Geometry as ORCA input:
```
! RIJCOSX wB97M-V def2-TZVPD def2/J DEFGRID3
* xyz 0 1
C 0.88 0.09 0.71
C 0.50 -0.47 -0.62
C -1.05 -0.40 -0.63
H 0.90 -1.51 -0.70
H 0.95 0.10 -1.39
H -1.39 -0.44 -1.65
H -1.49 -1.15 0.02
H 0.22 1.80 1.74
N -0.02 1.03 1.14
O 1.84 -0.30 1.34
S -1.34 1.24 0.05
*
```


What did the seventh record say?
Formula: C3H5NOS
Source: OMol25
Level of theory: ωB97M-V/def2-TZVPD

Output
E	-645.48893	Ha
relative energy (zero: lowest compared OMol25 entry of this formula, charge and spin)	14.3	kcal/mol
HOMO	-8.469	eV
gap between HOMO and LUMO	9.147	eV
structure (SMILES)	O=C1CCSN1

Geometry as ORCA input:
```
! RIJCOSX wB97M-V def2-TZVPD def2/J DEFGRID3
* xyz 0 1
C 0.88 0.09 0.71
C 0.50 -0.47 -0.62
C -1.05 -0.40 -0.63
H 0.90 -1.51 -0.70
H 0.95 0.10 -1.39
H -1.39 -0.44 -1.65
H -1.49 -1.15 0.02
H 0.22 1.80 1.74
N -0.02 1.03 1.14
O 1.84 -0.30 1.34
S -1.34 1.24 0.05
*
```


Which formula does entry 6 have? C29H59FN3O12P3S


Among the records above, which one has the highest E? CH3O2